A 3-piece molecular cluster, C5H8O2 overall, computed with wB97M-V/def2-TZVPD.

The max |F| comes out at 0.012 hartree/bohr. Its spin multiplicity is 1. As for the structure (SMILES): C1=CC1.C=O.C=O. As for the net charge: 0. The energy above the lowest of the compared OMol25 structures with the same formula, charge and spin comes out at 114.63 kcal/mol. The HOMO-LUMO gap comes out at 9.661 eV. The calculation puts the HOMO energy at -9.0 eV.

Last column: natural (NBO) charge in e.
Element x y z (Å)
C 0.057 -0.485 1.900  -0.435
C 0.862 -1.242 0.886  -0.192
O -0.844 -1.168 -1.277  -0.510
C -1.700 -0.344 -1.068  0.282
C 0.572 1.379 -1.464  0.273
O 0.390 1.861 -0.375  -0.511
C 1.357 -0.110 1.261  -0.173
H -0.871 0.037 1.627  0.161
H 0.056 -0.831 2.937  0.174
H 0.929 -2.144 0.301  0.232
H -2.386 -0.402 -0.206  0.123
H -1.831 0.533 -1.729  0.106
H 1.209 0.491 -1.634  0.134
H 0.070 1.796 -2.360  0.108
H 2.136 0.632 1.215  0.226

One molecule with the formula C5H8O2, computed with wB97M-V/def2-TZVPD.

The max |F| comes out at 0.008 hartree/bohr. Its spin multiplicity is 1. As for the structure (SMILES): OCCC1(O)C=C1. As for the net charge: 0. The energy above the lowest of the compared OMol25 structures with the same formula, charge and spin comes out at 68.46 kcal/mol. The HOMO-LUMO gap comes out at 10.633 eV. The calculation puts the HOMO energy at -9.7 eV.

Last column: natural (NBO) charge in e.
Element x y z (Å)
O -0.121 -1.570 -1.667  -0.711
C -0.272 -0.560 -0.698  0.228
C 0.936 -0.596 0.220  -0.458
C 0.822 0.398 1.368  -0.061
O 1.045 1.732 0.957  -0.713
C -1.620 -0.181 -0.192  -0.197
C -1.050 0.667 -1.008  -0.265
H -0.814 -1.452 -2.329  0.468
H 1.027 -1.617 0.611  0.220
H 1.846 -0.385 -0.354  0.222
H 1.572 0.191 2.134  0.187
H -0.168 0.291 1.845  0.156
H -2.474 -0.436 0.419  0.230
H -1.128 1.590 -1.570  0.230
H 0.400 1.928 0.265  0.462